No. 1
A molecular structure, C35H45FN5O4PdS at a distorted geometry, computed with ωB97M-V/def2-TZVPD.

The geometry in XYZ format:
```
92
Properties=species:S:1:pos:R:3:forces:R:3
H 0.591618 -3.085141 -6.160011 0.5 0.7 -0.3
H -2.107582 1.218920 -0.471426 0.1 -0.1 -0.4
H -2.113494 1.150853 6.998463 0.0 -0.7 -0.4
C 1.893551 0.488451 3.203442 1.1 0.6 0.8
H -1.118675 -2.910536 -6.702951 0.5 -0.3 0.1
C 1.219731 0.742511 0.882213 0.2 0.1 0.6
H 0.157198 2.483659 8.524222 0.8 -0.1 -0.1
H 0.445359 2.575225 -8.621686 0.2 0.2 0.5
H -2.083694 0.932042 -6.541907 -0.5 -0.4 0.5
C -1.191553 -5.121224 -1.018414 -0.1 0.1 0.4
O 2.800653 -1.914455 -0.548972 -0.2 0.3 0.4
H 0.901823 -1.040759 6.516222 0.5 -0.9 0.3
C -0.438688 -3.231253 -5.896974 -0.7 0.1 0.3
H -3.197279 -4.738589 -1.694335 0.0 -0.3 -0.4
C -0.851227 -2.472084 -4.621310 0.5 -0.1 -0.1
C -2.208607 -2.887506 -1.770392 0.6 -1.0 -0.7
H -2.894814 -2.471905 -2.479160 0.0 0.6 -0.8
C -0.665955 1.225783 4.080613 1.5 -0.2 0.0
C 0.033127 -2.768761 -3.384454 0.1 1.6 -1.2
C 5.504200 0.093584 3.545706 1.4 -0.2 -0.1
C 0.722751 1.098869 -4.327559 0.8 -0.5 6.2
C 2.464865 -0.686638 -0.743096 1.2 0.1 -0.8
H 5.737909 0.758583 2.751129 0.1 0.3 -0.7
H -0.126381 0.709256 10.048639 -0.6 0.3 0.6
C 1.655994 0.545305 4.577355 -1.3 0.1 1.4
C -3.406706 2.804428 -1.048738 0.0 0.1 0.0
N -0.542630 0.562035 9.134521 0.1 -0.2 0.5
C -2.180165 -4.434088 -1.930052 0.5 1.7 0.2
F -1.941066 1.454122 4.399364 0.4 -0.1 0.4
H -1.075478 1.516849 2.020462 0.6 -0.1 0.7
O 2.283528 -0.249784 -1.879981 -0.5 0.1 0.1
C 0.394362 -0.417766 8.525744 -0.5 -2.5 0.8
H -1.509392 2.428301 8.984977 0.6 -0.7 -0.7
H 0.198842 -1.396072 9.073228 0.1 1.1 -0.7
C 3.316273 -0.332057 1.509673 -0.1 0.1 -1.0
N -0.007765 0.738994 6.421795 -0.1 0.6 -1.1
H 1.413220 -0.214913 8.776184 0.6 0.9 0.0
C 4.125507 -0.313161 3.778409 -1.6 -1.3 -1.8
H 6.269910 -0.605918 3.804623 0.4 -0.2 0.0
H 1.156638 3.237409 -7.060036 -0.1 -0.1 -0.4
C -3.682370 3.781225 -2.005611 -0.3 -0.7 0.7
H -1.628410 2.704073 -6.624823 -0.4 -0.8 -0.5
H -0.083093 0.337397 -8.600294 -0.5 -0.6 -1.5
C 4.719471 0.676865 4.633501 0.1 1.6 2.8
H -1.480192 0.126343 9.242338 0.7 0.3 0.1
H -2.557027 -2.560260 -0.837161 -0.5 0.2 1.6
C 0.956047 2.349269 -7.669614 0.1 -0.6 0.0
H 4.932466 0.351623 5.669083 -0.1 0.2 -0.7
C -2.872291 3.844524 -3.104033 0.0 0.7 -0.2
H -1.347723 -4.886386 0.030282 -0.2 0.2 0.2
H -1.024319 3.314609 -3.949356 0.1 -0.6 0.2
H -0.386229 -0.818693 -7.283445 -0.4 -0.3 0.2
C -1.101227 1.558441 6.970711 0.9 0.6 0.6
H 0.284571 -3.786389 -3.173355 0.1 -0.9 -0.2
H 2.393665 0.325053 5.381566 -0.6 0.1 -1.1
C -0.297125 1.288007 2.782241 -1.1 0.4 -2.3
C -4.074654 2.659508 0.206478 -1.5 0.0 2.0
C 2.428935 0.048480 0.523153 -0.7 -0.9 -0.2
C 0.201897 0.001534 -7.638704 1.7 -0.1 -0.3
C -2.333499 1.954032 -1.237686 0.5 0.2 0.0
C 0.051063 1.318307 -6.937301 -1.0 0.3 2.5
N 3.120561 0.036064 2.738397 1.2 -0.5 2.5
H 4.161032 -0.948402 1.257450 0.4 0.1 0.2
H 3.931431 -1.277095 4.204889 -0.1 -0.4 0.0
H 0.976273 -2.201602 -3.499474 -0.1 -0.5 0.0
H -4.488784 4.476062 -1.903746 -0.4 0.2 0.2
C -1.504896 1.677113 -7.036827 2.8 1.1 0.7
C 0.354062 0.871406 5.011533 -1.0 -0.6 1.8
O -0.867170 -0.646167 -1.959194 -0.2 -0.5 -0.4
H -1.391003 -6.168763 -1.110601 0.4 -0.8 0.0
H -1.627718 1.601124 -8.095899 -0.8 0.4 -0.6
N -4.578593 2.544637 1.251599 1.0 0.1 -1.9
C 0.470059 1.173717 -5.500154 -1.6 0.9 -7.1
H -1.918887 -2.585536 -4.414235 0.2 -0.2 0.0
H -3.066205 4.603826 -3.837089 0.1 0.1 -0.3
S -0.561736 -2.164011 -1.838612 -0.5 0.4 0.5
C 0.975061 0.939798 2.296602 -1.1 -0.4 0.4
C 0.115598 -0.577233 7.077125 -1.1 0.9 -1.8
H -0.712315 -1.411852 -4.858365 -0.1 0.1 0.2
H -1.187155 2.493720 6.420216 0.1 0.0 0.1
N -1.484209 2.111487 -2.251750 0.3 0.8 -0.6
Pd 0.435451 1.024406 -2.190022 0.1 -0.1 -0.6
H -1.903504 -4.605741 -2.973170 -0.5 -0.4 0.0
O 0.368766 1.084804 0.074165 -0.9 0.6 -1.3
H 1.259848 -0.266393 -7.720590 -0.2 -0.3 0.2
H 1.886734 1.819989 -7.940662 -0.2 0.6 0.3
H -0.143914 -4.880678 -1.206085 0.0 -0.2 -0.3
C -1.741869 3.077442 -3.167927 0.3 -0.6 0.3
C -0.710093 1.861147 8.427666 -1.7 1.0 0.0
H 4.408597 1.717496 4.612755 0.1 -0.1 -0.4
H -0.833030 -1.138089 6.909796 0.5 0.1 0.2
H -0.468293 -4.302811 -5.811312 -0.6 -0.6 0.2
```
Forces are in eV/Å.

The HOMO-LUMO gap (spin up / spin down) comes out at 8.7 / 5.6 eV. The molecular weight comes out at 757.26 g/mol. The total charge is +3. The total energy comes out at -2560.16512 Eh. Its energy above the lowest of the compared OMol25 structures with the same formula, charge and spin is 0.0 kcal per mole. The LUMO energy (spin up / spin down) is -7.35 / -10.40 eV. The expectation value of S² is 6.02. The multiplicity is 5.

No. 2
C8H8N2 in the gas phase at a distorted geometry, computed with ωB97M-V/def2-TZVPD.

The geometry in XYZ format:
```
18
Properties=species:S:1:pos:R:3:forces:R:3
N 2.034623 -0.423109 -1.804515 0.0 0.7 -2.4
H 1.739279 1.070087 1.240763 0.0 -0.1 0.1
C -0.165029 0.790977 0.349001 0.7 2.0 -0.3
H -1.058751 -1.015368 0.418642 0.4 -2.0 -0.8
C 1.837285 -0.655737 -0.667920 0.6 -1.7 1.1
C -1.372281 -0.018203 0.451236 0.3 0.7 -3.4
C -1.569714 1.517718 -1.262691 -1.1 0.5 -2.5
H 0.841308 -2.359440 1.842967 -0.3 0.4 0.6
C 1.414194 -1.010981 0.568060 -1.0 2.7 0.8
C -0.275959 1.679392 -0.676229 0.0 -1.4 2.2
H 0.541490 0.198691 2.175855 -0.3 -0.4 1.6
H 2.944498 -0.254251 -2.198708 0.5 0.1 -0.2
H -1.857891 -0.061324 1.345564 -1.6 0.8 2.7
H -3.012964 -0.100170 -1.010214 -1.4 -0.1 -0.7
C -2.165583 0.443596 -0.733425 0.5 0.1 1.3
H -1.945743 2.066568 -2.149626 0.3 -0.4 0.7
N 1.150250 -2.216936 0.901006 0.5 -1.7 -0.3
C 0.920987 0.348490 1.210235 2.0 -0.2 -0.7
```
Forces are in eV/Å.

The HOMO-LUMO gap (spin up / spin down) comes out at 8.1 / 6.3 eV. The molecular weight comes out at 132.17 g/mol. The total energy comes out at -418.90140 Eh. Its energy above the lowest of the compared OMol25 structures with the same formula, charge and spin is 178.4 kcal per mole. The LUMO energy (spin up / spin down) is -0.25 / -0.82 eV.